[1]
ORCA calculation (the ωB97M-V functional and the def2-TZVPD basis) on an isolated molecule of C4H8O2.

Atoms and positions in Å:
1 C -0.35033 1.41672 -1.05186
2 O 0.93437 1.13167 -0.66421
3 C 0.89445 0.73629 0.65287
4 C -0.45624 -0.58112 0.76203
5 O -1.22624 -0.59305 1.69256
6 C -0.11958 -1.84282 -0.02186
7 H -0.34562 1.55976 -2.15591
8 H -0.91348 0.44851 -0.39695
9 H -0.81076 2.26585 -0.52698
10 H 1.92973 0.45594 0.91980
11 H 0.48694 1.51481 1.31549
12 H 0.40333 -2.46624 0.71587
13 H 0.54846 -1.62126 -0.85409
14 H -0.97503 -2.42506 -0.38677

Summary:
gap between HOMO and LUMO = 9.572 eV
SMILES = COCC(C)=O
HOMO = -8.9523 eV
net charge = 0
E = -8369.69545 eV



[2]
ORCA calculation (the ωB97M-V functional and the def2-TZVPD basis) on an isolated molecule of C4H8O2.

Atoms and positions in Å:
1 C 1.80734 -1.54848 -0.37832
2 C 0.55659 -0.80471 -0.78836
3 O -0.44956 -1.09904 0.21083
4 C -1.31589 -0.22813 0.66081
5 O -1.18432 0.91239 -0.02447
6 C -1.60162 2.00730 0.78610
7 H 2.22773 -1.12207 0.53816
8 H 1.57570 -2.59925 -0.18949
9 H 2.56162 -1.48815 -1.16835
10 H 0.72627 0.26889 -0.85861
11 H 0.15266 -1.15314 -1.74009
12 H -2.63063 1.88256 1.12578
13 H -1.48906 2.89906 0.17618
14 H -0.93684 2.07276 1.64983

Summary:
gap between HOMO and LUMO = 9.918 eV
HOMO = -8.9150 eV
net charge = 0
E = -8370.23150 eV



[3]
ORCA calculation (the ωB97M-V functional and the def2-TZVPD basis) on an isolated molecule of C4H8O2.

Atoms and positions in Å:
1 O 1.15643 1.18993 1.00875
2 C 0.69605 0.58548 -0.16195
3 C 0.94394 -0.95610 -0.24852
4 C -0.42594 -1.49592 0.04032
5 C -0.85039 0.72411 -0.28996
6 O -1.46742 0.84027 0.96231
7 H 0.38178 1.27721 1.59068
8 H 1.19438 1.07669 -1.00606
9 H 1.40725 -1.21545 -1.21071
10 H 1.62164 -1.24819 0.56002
11 H -1.20846 -0.18629 -0.84361
12 H -0.84394 -2.07335 -0.80852
13 H -1.18337 1.55084 -0.91669
14 H -1.42195 -0.06925 1.32396

Summary:
gap between HOMO and LUMO = 8.706 eV
HOMO = -9.0699 eV
net charge = 0
E = -8367.94830 eV



[4]
ORCA calculation (the ωB97M-V functional and the def2-TZVPD basis) on an isolated molecule of C4H8O2.

Atoms and positions in Å:
1 O -1.40508 1.77338 -1.09599
2 C -0.14631 1.16543 -0.87214
3 C -0.12220 -0.32940 -0.63368
4 C 1.17300 -0.88242 0.15212
5 C -0.22579 -0.99605 0.67740
6 O -0.49486 -0.21955 1.80165
7 H -1.90278 1.76636 -0.26955
8 H 0.39407 1.63982 -0.04714
9 H 0.40740 1.33471 -1.80051
10 H -0.62336 -0.88288 -1.44498
11 H 1.79487 -0.12222 0.66130
12 H 1.81301 -1.66831 -0.24767
13 H -0.74078 -1.95867 0.65479
14 H 0.07882 -0.62020 2.46440

Summary:
gap between HOMO and LUMO = 10.722 eV
SMILES = OC[C@H]1C[C@H]1O
HOMO = -9.8698 eV
net charge = 0
E = -8371.01797 eV



Question: Which formula does entry 2 have?
Answer: C4H8O2